78
Properties=species:S:1:pos:R:3:forces:R:3:mulliken_charge:R:1 method="wB97M-V/def2-TZVPD" total_charge=0 smiles=CC(C)C[C@H](C)COc1ccc2c(c1)Nc1cccc(CCOCC(F)(F)F)c1S2.c1cc[nH]c1.c1cc[nH]c1 multiplicity=1
C -1.823009 3.937243 -1.332958 -0.1 0.1 -0.1 -1.58
C -2.005541 3.652672 -2.819747 -0.1 0.0 0.0 0.76
C -3.207542 2.729047 -3.071910 0.2 0.0 0.0 -1.25
C -0.714461 3.170012 -3.486274 0.1 -0.1 0.2 -1.63
C -0.035892 1.900306 -2.912505 0.0 0.2 0.0 2.24
C 1.469192 2.142357 -2.767589 -0.1 0.1 0.1 -1.96
C -0.277937 0.649869 -3.758868 0.0 0.0 -0.3 -1.53
O -1.381964 -0.159984 -3.334903 -0.1 0.1 0.3 -0.20
C -1.135884 -0.843709 -2.158508 0.0 0.0 -0.2 -0.49
C -1.917723 -0.590255 -1.048340 -0.1 0.0 0.1 -0.19
C -1.679110 -1.292475 0.122732 0.0 0.0 0.0 -0.89
C -0.683813 -2.254551 0.177966 -0.2 0.1 0.1 1.00
C 0.095272 -2.510297 -0.945358 0.0 0.0 0.0 0.17
C -0.132315 -1.797960 -2.114215 0.1 -0.1 0.0 -0.18
N 1.095824 -3.489877 -0.850103 0.2 0.1 -0.2 -0.32
C 1.938980 -3.421199 0.279322 -0.2 -0.1 0.0 0.60
C 3.316990 -3.498026 0.161742 0.1 0.0 -0.1 -0.83
C 4.110462 -3.409211 1.289711 0.0 0.0 -0.1 -0.99
C 3.536040 -3.206570 2.531395 0.1 0.0 0.0 -0.68
C 2.159798 -3.114807 2.669368 -0.1 0.0 0.0 0.25
C 1.559650 -2.779733 4.006360 -0.1 0.0 0.0 -1.59
C 1.207543 -1.300686 4.082420 0.0 0.0 -0.1 -0.23
O 2.384232 -0.525989 3.888678 0.1 0.1 0.2 -0.36
C 2.341264 0.332881 2.789087 0.0 0.0 -0.1 -0.15
C 3.758190 0.704872 2.351915 0.5 0.1 0.1 0.74
F 3.851017 0.690125 0.999840 0.0 0.1 0.4 -0.26
F 4.085139 1.965720 2.754084 -0.1 -0.6 -0.2 -0.29
F 4.705110 -0.121313 2.837711 -0.4 0.4 -0.3 -0.25
C 1.361891 -3.250793 1.531897 0.0 0.1 0.2 0.79
S -0.405980 -3.222985 1.623804 -0.1 0.0 0.1 -0.36
H -2.712712 4.423093 -0.933003 0.0 0.0 0.1 0.45
H -0.974797 4.601121 -1.162774 0.0 0.0 0.0 0.36
H -1.665967 3.023847 -0.758995 0.0 -0.1 0.0 0.30
H -2.240388 4.610361 -3.291310 0.1 0.0 -0.1 0.40
H -3.392742 2.078643 -2.221248 0.0 -0.1 0.1 0.14
H -3.042324 2.091434 -3.939096 -0.1 0.0 -0.1 0.28
H -4.112107 3.308861 -3.246737 -0.1 0.0 0.1 0.43
H 0.006954 3.987891 -3.426326 0.0 0.1 0.0 0.51
H -0.917456 3.020343 -4.548296 0.0 0.0 -0.1 0.32
H -0.422184 1.722139 -1.909081 -0.1 -0.2 0.1 -0.33
H 1.654282 2.889305 -1.996253 0.0 0.1 0.0 0.43
H 1.892756 2.524751 -3.696868 0.1 -0.1 -0.1 0.38
H 1.998303 1.234209 -2.483368 0.1 -0.1 0.0 0.46
H 0.618141 0.026955 -3.784262 0.0 0.0 0.0 0.31
H -0.501144 0.934043 -4.785863 -0.1 -0.1 -0.1 0.45
H -2.706370 0.141094 -1.104404 -0.1 0.1 0.0 0.52
H -2.278906 -1.098791 1.000771 0.0 0.0 0.1 0.44
H 0.470436 -1.989942 -2.992358 0.0 0.0 0.0 0.27
H 1.617712 -3.593357 -1.707733 0.0 0.0 0.0 0.29
H 3.768384 -3.622189 -0.814627 0.0 0.0 -0.1 0.35
H 5.184025 -3.471123 1.186950 0.1 0.0 0.0 0.38
H 4.164604 -3.095785 3.403313 0.0 0.0 0.1 0.39
H 0.643892 -3.344644 4.182204 0.0 -0.1 0.1 0.45
H 2.262592 -3.018161 4.802375 0.0 0.0 0.0 0.51
H 0.775503 -1.057725 5.054263 0.0 0.0 0.1 0.35
H 0.469124 -1.066302 3.313758 -0.1 0.0 0.0 0.39
H 1.826784 1.268676 3.024818 -0.1 0.0 0.0 0.30
H 1.856364 -0.134502 1.928578 0.0 -0.1 0.0 0.08
N -3.492161 -2.194096 -4.119792 -0.1 0.0 0.0 0.16
C -2.823444 -3.377171 -4.249432 0.0 0.0 0.0 -0.22
C -3.739073 -4.350767 -4.553414 0.0 0.0 0.0 -0.71
C -5.014661 -3.726336 -4.606710 0.0 0.0 0.0 -0.38
C -4.826160 -2.396662 -4.333011 0.0 0.0 0.0 -0.62
H -3.062558 -1.312027 -3.896754 0.1 0.0 -0.1 0.30
H -1.757051 -3.427888 -4.112830 0.0 0.0 0.0 0.34
H -3.520342 -5.392723 -4.716148 0.0 0.0 0.0 0.40
H -5.958946 -4.198642 -4.819231 0.0 0.0 0.0 0.39
H -5.527240 -1.581894 -4.274003 0.0 0.0 0.0 0.38
N 0.307621 4.315941 6.662908 0.0 0.0 0.0 0.04
C 1.486056 4.381802 5.970077 -0.1 0.0 0.0 -0.75
C 1.730241 3.141868 5.444559 0.1 0.0 0.0 -0.33
C 0.658403 2.296405 5.838095 0.0 -0.1 0.0 0.19
C -0.204440 3.049436 6.588248 0.0 0.1 0.0 -0.82
H -0.115261 5.080407 7.154710 0.0 0.0 0.0 0.18
H 2.046093 5.298613 5.909421 0.0 0.0 0.0 0.39
H 2.586400 2.868617 4.849944 0.0 0.0 0.0 0.47
H 0.539382 1.252523 5.600160 0.0 0.0 0.0 0.26
H -1.131037 2.793662 7.072018 0.0 0.0 0.0 0.38



16
Properties=species:S:1:pos:R:3:forces:R:3:mulliken_charge:R:1 method="wB97M-V/def2-TZVPD" total_charge=0 smiles=CC.CC multiplicity=1 relative_energy_kj_mol=20.2
C -0.106037 2.111884 -1.145065 -0.3 -0.5 -0.2 -0.74
C 1.283255 2.391314 -0.596683 0.4 -0.4 -0.7 -0.84
H -0.379554 2.642673 -2.062194 0.2 0.4 0.3 0.32
H -0.196881 1.065221 -1.451203 0.0 -0.1 0.3 0.20
H -0.859796 2.289672 -0.367314 0.1 0.1 -0.3 0.24
H 1.478581 1.714210 0.227856 0.0 0.2 0.5 0.26
H 1.415479 3.432244 -0.319879 0.0 0.0 0.3 0.30
H 2.083328 2.138720 -1.304531 -0.3 0.2 -0.2 0.27
C -0.678067 -1.591654 0.466307 0.7 0.0 -0.6 -0.71
C -0.514246 -2.846339 1.338707 -0.2 0.3 -0.3 -0.87
H -0.937506 -1.904566 -0.551016 -0.3 0.3 0.2 0.28
H -1.399324 -0.858506 0.824744 -0.1 -0.2 0.1 0.33
H 0.264685 -1.042879 0.328217 -0.1 -0.2 0.2 0.17
H 0.459484 -2.905182 1.811499 0.0 0.1 0.3 0.27
H -1.303641 -2.905422 2.080344 0.1 0.0 0.3 0.26
H -0.609759 -3.731390 0.720212 0.0 -0.2 -0.1 0.27



| no. | Kohn-Sham gap (eV) | LUMO (eV) |
| --- | --- | --- |
| 1 | 8.5 | 0.52 |
| 2 | 12.9 | 1.13 |